Record 1
{"formula": "C18H30FN2O17S", "method": "ωB97M-V/def2-TZVPD", "elements": ["C", "C", "C", "N", "N", "S", "O", "O", "F", "H", "H", "H", "H", "H", "H", "H", "H", "H", "H", "C", "C", "O", "C", "O", "O", "H", "H", "H", "H", "C", "C", "O", "C", "O", "O", "H", "H", "H", "H", "C", "C", "O", "C", "O", "O", "H", "H", "H", "H", "C", "C", "O", "C", "O", "O", "H", "H", "H", "H", "C", "C", "O", "C", "O", "O", "H", "H", "H", "H"], "coordinates": [[4.418, 4.283, -0.438], [3.353, 5.095, -1.212], [2.151, 5.399, -0.316], [0.870, 5.452, -1.094], [-0.202, 4.838, -0.348], [-1.373, 3.919, -1.374], [-1.897, 2.979, -0.453], [-0.720, 3.605, -2.575], [-2.372, 5.065, -1.583], [4.183, 4.214, 0.623], [5.389, 4.771, -0.502], [4.500, 3.289, -0.866], [3.015, 4.560, -2.097], [3.796, 6.038, -1.530], [2.094, 4.632, 0.459], [2.302, 6.358, 0.184], [0.604, 6.426, -1.199], [-0.751, 5.515, 0.199], [0.148, 4.134, 0.314], [-3.835, -0.625, -0.489], [-2.469, -0.208, 0.030], [-2.235, -1.168, 1.062], [-2.977, -2.273, 0.795], [-2.868, -3.308, 1.362], [-3.845, -2.026, -0.210], [-3.971, -0.454, -1.554], [-4.652, -0.150, 0.056], [-1.685, -0.306, -0.723], [-2.450, 0.797, 0.437], [1.289, -0.439, -3.270], [0.187, 0.531, -2.900], [0.696, 1.117, -1.683], [2.044, 0.992, -1.695], [2.779, 1.534, -0.929], [2.441, 0.190, -2.689], [1.416, -0.547, -4.343], [1.164, -1.422, -2.816], [0.063, 1.318, -3.643], [-0.769, 0.047, -2.718], [-3.239, -1.641, 5.220], [-3.823, -2.895, 4.599], [-3.584, -3.870, 5.617], [-3.463, -3.233, 6.809], [-3.418, -3.772, 7.861], [-3.395, -1.891, 6.619], [-3.764, -0.732, 4.939], [-2.176, -1.526, 5.000], [-4.899, -2.814, 4.434], [-3.339, -3.183, 3.672], [4.899, 1.537, -6.275], [4.432, 1.678, -4.836], [3.018, 1.853, -5.002], [2.657, 1.306, -6.186], [1.527, 1.132, -6.513], [3.739, 0.981, -6.911], [5.747, 0.870, -6.395], [5.127, 2.497, -6.740], [4.607, 0.777, -4.248], [4.860, 2.532, -4.319], [-1.512, -6.391, 4.184], [-2.059, -7.492, 5.071], [-1.920, -8.645, 4.234], [-0.947, -8.403, 3.325], [-0.479, -9.214, 2.599], [-0.580, -7.098, 3.362], [-1.007, -5.604, 4.737], [-2.279, -5.948, 3.547], [-1.462, -7.638, 5.973], [-3.098, -7.348, 5.351]], "atomic_forces_ev_per_a": [[0.10, 0.36, -0.38], [0.17, 0.03, 0.37], [0.37, 0.11, -0.21], [0.04, -0.17, 0.57], [-0.26, 0.60, -0.14], [0.38, -1.38, -0.06], [-0.07, 0.74, -0.39], [-0.36, 0.43, 0.21], [0.17, 0.03, 0.09], [-0.03, -0.16, 0.03], [0.03, -0.06, -0.05], [0.01, -0.12, 0.25], [-0.02, -0.05, 0.00], [-0.13, 0.01, -0.20], [-0.25, -0.14, -0.09], [-0.08, -0.08, 0.16], [-0.14, -0.01, -0.26], [-0.02, -0.09, 0.13], [0.26, -0.05, -0.13], [0.02, 0.11, -0.02], [-0.11, -0.03, -0.04], [0.01, 0.10, 0.00], [0.05, -0.01, -0.12], [-0.03, -0.06, 0.13], [-0.03, 0.04, -0.04], [0.01, -0.15, -0.03], [0.02, 0.00, 0.03], [0.00, -0.02, 0.01], [0.01, -0.05, 0.17], [-0.08, -0.12, -0.13], [-0.02, 0.03, -0.17], [-0.18, 0.03, -0.01], [0.16, -0.10, -0.15], [-0.16, 0.27, 0.15], [0.01, -0.18, 0.07], [0.11, 0.12, 0.00], [0.00, 0.02, 0.05], [0.06, -0.02, -0.02], [0.01, 0.02, 0.15], [0.04, 0.01, -0.08], [-0.03, 0.09, -0.16], [0.03, -0.04, -0.05], [0.00, 0.04, -0.06], [0.02, -0.07, 0.12], [0.00, 0.05, -0.05], [-0.07, 0.01, 0.15], [0.01, -0.03, -0.01], [-0.01, 0.01, 0.05], [0.07, -0.15, 0.05], [0.11, 0.05, 0.09], [0.14, -0.05, -0.03], [0.11, 0.12, 0.12], [0.01, 0.01, 0.00], [-0.16, -0.08, 0.01], [0.04, 0.03, -0.03], [-0.09, -0.11, -0.06], [-0.04, 0.01, 0.01], [-0.02, -0.02, -0.01], [-0.12, 0.08, -0.03], [-0.11, 0.12, 0.09], [-0.01, 0.09, 0.07], [-0.03, 0.01, 0.05], [-0.04, 0.04, 0.05], [0.06, -0.09, -0.09], [0.00, 0.06, 0.02], [0.12, -0.04, -0.04], [-0.02, -0.02, 0.00], [0.03, 0.00, -0.02], [-0.04, -0.10, -0.10]], "mulliken_charge": [-1.099, -0.273, -0.632, -0.264, -0.243, 1.129, -0.429, -0.379, -0.162, 0.390, 0.363, 0.197, 0.242, 0.383, 0.366, 0.239, 0.298, 0.419, 0.432, -0.351, 0.105, -0.371, 0.663, -0.553, -0.345, 0.318, 0.283, 0.004, 0.180, -0.483, -0.234, -0.173, 0.557, -0.578, -0.340, 0.284, 0.335, 0.298, 0.377, -0.316, 0.199, -0.321, 0.634, -0.500, -0.355, 0.314, 0.277, 0.251, -0.145, -0.393, -0.257, -0.170, 0.600, -0.532, -0.343, 0.310, 0.276, 0.237, 0.297, 0.015, -0.310, -0.343, 0.610, -0.514, -0.357, 0.247, 0.105, 0.262, 0.270], "homo_energy_ev": -11.82, "gap_ev": 7.668, "total_charge": 1}


Record 2
{"formula": "C18H30FNO4P", "method": "ωB97M-V/def2-TZVPD", "elements": ["C", "C", "C", "C", "N", "C", "C", "F", "C", "C", "C", "C", "O", "C", "C", "P", "C", "C", "H", "H", "H", "H", "H", "H", "H", "H", "H", "H", "H", "H", "H", "H", "H", "H", "H", "H", "H", "H", "H", "H", "H", "H", "C", "C", "C", "O", "C", "O", "O", "H", "H", "H", "H", "H", "H"], "coordinates": [[0.015, 4.549, 2.784], [-1.191, 3.583, 2.293], [-0.782, 2.043, 2.173], [-1.024, 1.152, 3.415], [-0.714, -0.249, 3.373], [-0.161, -0.941, 2.208], [0.072, -2.509, 2.383], [-1.243, -3.160, 2.377], [0.718, -2.904, 3.829], [2.087, -3.760, 3.659], [0.120, -0.126, 0.917], [0.746, -0.914, -0.357], [1.981, -1.612, -0.006], [3.120, -0.713, -0.052], [-0.201, 1.424, 0.864], [0.108, 2.356, -0.749], [-1.534, 2.259, -1.715], [0.578, 4.166, -0.476], [-0.266, 5.172, 3.716], [0.944, 3.925, 3.005], [0.276, 5.335, 1.977], [-1.718, 3.941, 1.347], [-1.987, 3.635, 3.133], [-1.477, 1.627, 4.349], [-0.929, -0.797, 4.227], [0.661, -3.001, 1.543], [-0.026, -3.570, 4.407], [0.870, -1.963, 4.466], [1.905, -4.855, 3.970], [2.484, -3.747, 2.583], [2.850, -3.288, 4.385], [0.002, -1.712, -0.723], [1.013, -0.209, -1.218], [3.788, -0.876, -0.978], [2.768, 0.370, 0.032], [3.793, -0.929, 0.858], [-2.357, 2.584, -0.980], [-1.715, 1.142, -1.947], [-1.502, 2.900, -2.660], [-0.325, 4.782, -0.091], [1.452, 4.337, 0.235], [0.813, 4.608, -1.515], [0.461, -2.542, -4.705], [-0.917, -2.073, -4.265], [-1.998, -2.260, -5.290], [-2.925, -1.235, -4.946], [-2.206, -0.242, -4.356], [-2.629, 0.854, -4.119], [-0.938, -0.657, -4.073], [1.194, -1.734, -4.668], [0.812, -3.343, -4.049], [0.452, -2.952, -5.718], [-1.187, -2.538, -3.310], [-2.468, -3.242, -5.226], [-1.662, -2.089, -6.317]], "atomic_forces_ev_per_a": [[0.10, 0.58, -0.40], [-0.38, -0.47, 1.25], [0.37, -2.51, 0.34], [1.23, 0.12, -3.59], [0.40, 1.75, -2.40], [-0.33, 2.72, -1.07], [-0.64, -0.63, 1.30], [1.57, 1.30, -0.27], [0.00, -0.32, -0.38], [-0.13, 0.35, 0.71], [-0.94, 0.86, 2.24], [0.19, -0.25, 0.15], [-0.76, 1.24, -0.20], [1.11, 0.33, 0.70], [-1.31, -2.08, 3.68], [0.97, -0.45, -0.72], [-0.64, -0.31, 1.43], [-1.45, 1.31, 0.24], [0.34, -1.30, -1.45], [-1.22, 0.95, -0.24], [-0.38, -1.45, 1.31], [0.94, -0.58, 1.21], [1.14, -0.20, -1.47], [0.74, -1.16, -1.37], [0.25, 0.35, -0.97], [-0.82, 1.17, 1.01], [0.90, 1.19, -1.17], [0.09, -1.38, -0.99], [0.33, 1.81, -0.54], [-0.53, 0.12, 1.65], [-0.99, -1.01, -1.37], [1.09, 1.26, 0.66], [-0.91, -0.67, 1.31], [-1.37, 0.27, 1.20], [0.60, -1.36, -0.29], [-1.13, 0.25, -1.33], [0.93, -0.28, -1.45], [0.41, 2.00, 0.15], [0.02, -1.06, 1.42], [1.55, -0.86, -0.60], [-1.11, -0.53, -1.10], [-0.17, -0.96, 1.57], [0.25, -0.40, 0.14], [0.93, -0.48, -0.16], [-0.32, -0.57, -0.22], [0.30, 0.59, 0.36], [-0.48, 0.76, -0.06], [0.31, -0.90, -0.21], [-0.75, 0.41, 0.02], [-0.18, -0.02, 0.01], [0.04, 0.12, -0.07], [-0.04, 0.17, 0.04], [-0.14, 0.05, -0.09], [-0.12, 0.18, 0.00], [0.16, -0.02, 0.13]], "mulliken_charge": [-0.961, -0.693, 0.258, -0.623, 0.037, -0.164, 0.228, -0.359, -0.595, -0.952, 0.146, -1.178, -0.336, -0.573, 0.884, 0.208, -0.697, -0.924, 0.310, 0.320, 0.250, 0.308, 0.444, 0.333, 0.340, 0.308, 0.327, 0.299, 0.283, 0.283, 0.273, 0.202, 0.576, 0.225, 0.229, 0.254, 0.344, 0.035, 0.404, 0.220, 0.291, 0.401, -1.323, 0.637, -0.655, -0.304, 0.585, -0.523, -0.351, 0.311, 0.306, 0.418, 0.258, 0.323, 0.355], "homo_energy_ev": -11.17, "gap_ev": 6.646, "total_charge": 1}


Record 3
{"formula": "C18H30N2NdO11P2", "method": "ωB97M-V/def2-TZVPD", "elements": ["Nd", "C", "N", "C", "C", "O", "C", "O", "C", "C", "O", "N", "C", "C", "H", "H", "H", "H", "H", "H", "H", "H", "H", "H", "H", "H", "H", "H", "H", "H", "O", "P", "O", "O", "O", "P", "O", "O", "O", "H", "H", "C", "C", "C", "C", "C", "C", "C", "O", "C", "C", "C", "H", "H", "H", "H", "H", "H", "H", "H", "H", "H", "H", "H"], "coordinates": [[0.752, -0.345, 0.352], [1.153, -0.627, 4.750], [1.073, -1.957, 4.145], [1.918, -3.047, 4.775], [0.519, -2.047, 2.954], [-0.208, -1.154, 2.507], [0.877, -3.273, 2.092], [0.320, -3.080, 0.790], [-1.039, -3.359, 0.883], [-1.916, -2.317, 0.198], [-1.333, -1.301, -0.352], [-3.276, -2.483, 0.156], [-3.950, -3.653, 0.656], [-4.063, -1.266, -0.145], [0.361, 0.102, 4.423], [2.138, -0.170, 4.527], [1.017, -0.790, 5.840], [1.607, -3.943, 4.297], [1.664, -3.053, 5.783], [2.980, -2.907, 4.487], [0.513, -4.239, 2.497], [1.961, -3.357, 2.013], [-1.385, -3.386, 1.947], [-1.219, -4.371, 0.406], [-3.242, -4.440, 0.849], [-4.696, -4.088, -0.044], [-4.442, -3.543, 1.622], [-4.736, -1.186, 0.687], [-4.588, -1.215, -1.161], [-3.431, -0.334, -0.235], [3.541, 2.536, 2.007], [2.845, 1.234, 1.480], [1.889, 0.613, 2.441], [2.353, 1.439, 0.068], [4.141, 0.268, 1.475], [4.068, -1.323, 1.114], [4.165, -1.997, 2.603], [5.184, -1.782, 0.262], [2.631, -1.589, 0.736], [2.967, 3.123, 2.418], [4.906, -2.640, 2.606], [-2.326, 5.646, -4.148], [-1.620, 4.376, -3.774], [-1.443, 3.947, -2.446], [-0.707, 2.757, -2.187], [-0.733, 2.379, -0.699], [0.005, 2.091, -3.208], [0.909, 0.967, -2.902], [0.810, 0.243, -1.921], [-0.155, 2.593, -4.528], [0.683, 2.085, -5.644], [-1.035, 3.630, -4.795], [-1.803, 6.464, -3.621], [-3.366, 5.710, -3.903], [-2.250, 5.854, -5.203], [-1.973, 4.491, -1.721], [-0.877, 3.277, -0.042], [0.288, 2.016, -0.398], [-1.577, 1.685, -0.378], [1.737, 0.820, -3.611], [0.134, 2.580, -6.445], [0.682, 0.978, -5.768], [1.724, 2.478, -5.708], [-1.126, 3.881, -5.859]], "atomic_forces_ev_per_a": [[0.23, -1.03, 0.58], [-0.34, 0.69, 1.43], [0.75, -0.08, 0.25], [-0.06, 1.70, -3.15], [0.95, -1.25, 0.76], [-0.62, 0.54, -1.32], [0.17, -0.49, 0.13], [0.26, 0.55, 0.61], [-1.79, -1.25, -0.37], [-0.02, 1.27, -1.45], [-1.58, -2.03, 1.38], [2.26, 1.68, -0.47], [-0.59, -1.09, 0.08], [0.23, 0.95, -1.66], [0.81, -1.21, 0.07], [-0.61, -0.42, 0.30], [0.26, 0.32, -0.51], [-0.27, -1.01, -0.01], [0.06, -0.09, 1.83], [-0.56, 0.22, 0.70], [0.05, 0.54, -0.02], [-0.16, 0.20, -0.16], [0.18, -0.15, -0.82], [0.03, 0.95, 0.58], [0.39, -0.28, -0.20], [0.51, 0.67, 0.18], [-0.15, 0.67, 0.00], [-0.69, 0.37, 0.09], [0.44, -0.90, 1.47], [-0.31, -1.34, 0.64], [1.61, -1.33, -0.92], [3.13, -0.02, 0.39], [-1.46, 0.35, -0.92], [-0.80, -0.66, 0.27], [-0.20, -0.09, -0.48], [2.11, -0.35, 0.60], [0.50, -0.33, -0.38], [-0.97, 0.50, 0.56], [-1.57, 0.48, -0.97], [-1.61, 1.88, 1.28], [-0.43, 0.66, -0.05], [0.92, 0.55, 0.55], [-0.04, -0.37, -0.19], [0.81, -1.64, -2.40], [-1.31, 1.24, 1.43], [0.46, -0.10, 0.98], [-0.55, 0.46, 0.47], [-0.43, 1.09, -0.67], [0.01, -0.18, -0.23], [0.91, -0.48, 1.45], [-0.16, -0.18, -1.15], [0.66, -0.24, -0.12], [-0.36, -0.14, -0.20], [-0.62, -0.23, 0.44], [0.14, -0.06, -0.38], [-0.27, 0.41, 1.28], [0.04, -0.59, -0.86], [-1.00, 0.32, -0.21], [1.08, 0.45, -0.72], [-0.12, -0.25, 0.08], [0.63, -0.74, -0.94], [0.00, 0.88, 0.00], [-0.69, -0.29, 0.47], [-0.23, 0.31, 0.59]], "lowdin_spin": [3.028, 0.000, 0.000, 0.000, 0.000, -0.003, 0.000, -0.001, 0.000, 0.000, -0.004, 0.000, 0.000, 0.000, 0.000, 0.000, 0.000, 0.000, 0.000, 0.000, 0.000, 0.000, 0.000, 0.000, 0.000, 0.000, 0.000, 0.000, 0.000, 0.000, 0.000, 0.000, -0.002, -0.005, 0.000, 0.000, 0.000, 0.000, -0.007, 0.000, 0.000, 0.000, 0.000, 0.000, 0.000, 0.000, 0.000, 0.000, -0.004, 0.000, 0.000, 0.000, 0.000, 0.000, 0.000, 0.000, 0.000, 0.000, 0.000, 0.000, 0.000, 0.000, 0.000, 0.000], "e_above_lowest_kcal_mol": 36.6, "homo_energy_ev": [-11.87, -11.87], "s2": 3.7525, "gap_ev": [8.626, 8.664], "spin_multiplicity": 4, "total_charge": 1}


Record 4
{"formula": "C18H30N4O2", "method": "ωB97M-V/def2-TZVPD", "elements": ["C", "C", "C", "C", "N", "H", "C", "C", "O", "N", "C", "C", "C", "C", "C", "C", "H", "H", "N", "C", "O", "C", "N", "H", "C", "C", "C", "C", "H", "H", "H", "H", "H", "H", "H", "H", "H", "H", "H", "H", "H", "H", "H", "H", "H", "H", "H", "H", "H", "H", "H", "H", "H", "H"], "coordinates": [[7.416, 1.981, 0.502], [6.455, 2.652, -0.473], [5.019, 2.130, -0.389], [4.866, 0.650, -0.753], [4.866, -0.186, 0.441], [5.730, -0.040, 0.952], [4.697, -1.596, 0.141], [3.235, -1.932, -0.177], [2.926, -2.884, -0.859], [2.387, -1.064, 0.425], [0.994, -1.016, 0.400], [0.364, 0.037, 1.061], [-1.011, 0.130, 1.077], [-1.791, -0.828, 0.431], [-1.163, -1.880, -0.231], [0.215, -1.973, -0.245], [0.697, -2.788, -0.758], [-1.761, -2.623, -0.731], [-3.178, -0.684, 0.481], [-4.150, -1.456, -0.061], [-3.990, -2.468, -0.706], [-5.544, -0.912, 0.274], [-5.513, 0.524, 0.481], [-6.335, 0.823, 0.999], [-5.441, 1.272, -0.767], [-5.304, 2.768, -0.493], [-4.033, 3.130, 0.277], [-2.766, 2.969, -0.554], [-2.821, 3.583, -1.450], [-1.895, 3.281, 0.019], [-2.615, 1.936, -0.857], [-3.975, 2.508, 1.172], [-4.111, 4.170, 0.601], [-6.173, 3.097, 0.083], [-5.316, 3.299, -1.446], [-6.329, 1.099, -1.398], [-4.573, 0.908, -1.322], [-5.861, -1.400, 1.201], [-6.231, -1.229, -0.526], [-3.532, 0.143, 0.954], [-1.490, 0.949, 1.595], [0.960, 0.785, 1.564], [2.860, -0.314, 0.921], [5.313, -1.946, -0.702], [4.971, -2.184, 1.022], [5.657, 0.355, -1.463], [3.907, 0.487, -1.255], [4.634, 2.276, 0.623], [4.404, 2.725, -1.066], [6.824, 2.517, -1.492], [6.439, 3.725, -0.269], [7.036, 2.043, 1.520], [8.385, 2.474, 0.470], [7.571, 0.935, 0.245]], "atomic_forces_ev_per_a": [[-0.07, 0.17, -0.20], [-0.13, -0.04, 0.17], [0.18, -0.03, -0.30], [-0.11, 0.24, 0.00], [0.42, -0.06, 0.19], [-0.14, -0.05, 0.02], [0.08, -0.13, -0.11], [0.30, 0.22, 0.18], [-0.05, -0.25, -0.15], [0.13, 0.32, 0.25], [-0.40, -0.15, -0.11], [0.06, -0.12, -0.09], [-0.07, -0.13, -0.09], [0.38, -0.21, -0.10], [-0.22, 0.07, 0.03], [0.22, 0.04, 0.03], [0.01, -0.03, -0.02], [-0.02, -0.03, -0.02], [-0.06, 0.36, 0.25], [-0.30, 0.24, 0.16], [0.01, -0.25, -0.13], [-0.08, -0.11, -0.10], [-0.38, 0.05, 0.17], [0.14, -0.07, -0.01], [-0.15, 0.27, -0.13], [0.18, -0.22, 0.14], [-0.04, 0.09, -0.20], [-0.16, 0.04, 0.18], [0.04, 0.05, -0.13], [0.14, -0.01, -0.01], [0.09, -0.13, -0.07], [-0.01, 0.08, 0.09], [0.00, -0.03, 0.09], [-0.09, 0.04, -0.06], [-0.08, 0.06, -0.02], [0.15, -0.05, 0.04], [-0.02, 0.00, -0.05], [0.00, 0.00, -0.08], [0.18, -0.01, 0.08], [-0.05, -0.15, -0.10], [-0.05, 0.10, 0.06], [0.05, 0.08, 0.06], [0.02, -0.16, -0.11], [-0.17, 0.01, 0.09], [0.00, 0.00, -0.08], [-0.07, -0.02, 0.01], [0.08, 0.00, -0.03], [-0.09, 0.04, 0.02], [-0.06, 0.02, 0.05], [0.00, 0.08, -0.04], [0.04, 0.02, -0.08], [0.00, -0.03, 0.15], [0.11, -0.04, 0.06], [0.05, -0.16, 0.02]], "mulliken_charge": [-1.178, -0.392, -0.802, -0.565, -0.420, 0.219, -0.829, 0.618, -0.668, -0.176, 0.709, -0.839, -0.525, 0.424, -0.601, -0.580, 0.517, 0.517, -0.128, 0.552, -0.667, -0.773, -0.345, 0.253, -0.590, -0.868, -0.236, -1.138, 0.400, 0.301, 0.250, 0.200, 0.353, 0.310, 0.401, 0.355, 0.323, 0.388, 0.374, 0.092, 0.408, 0.358, 0.160, 0.373, 0.418, 0.453, 0.345, 0.354, 0.290, 0.297, 0.348, 0.308, 0.362, 0.289], "e_above_lowest_kcal_mol": 3.6, "homo_energy_ev": -7.72, "smiles": "CCCCNCC(=O)Nc1ccc(NC(=O)CNCCCC)cc1", "gap_ev": 8.503}


Calculated values (Eh) of DFT total energy for the records, taken in order: -2590.2317; -1500.3720; -2885.3810; -1073.4350.